{"formula": "C3H12N3", "method": "ωB97M-V/def2-TZVPD", "species": ["C", "N", "C", "H", "H", "H", "H", "H", "H", "H", "N", "C", "N", "H", "H", "H", "H", "H"], "positions_angstrom": [[2.468, 1.107, 1.509], [1.496, 0.084, 1.114], [1.530, -0.175, -0.316], [3.469, 0.758, 1.259], [2.309, 2.073, 1.007], [2.417, 1.258, 2.580], [0.576, 0.406, 1.397], [1.270, 0.688, -0.945], [0.892, -1.027, -0.572], [2.546, -0.468, -0.580], [-2.967, 0.256, -1.363], [-1.974, -0.434, -0.869], [-2.097, -1.548, -0.196], [-3.929, -0.047, -1.309], [-2.780, 1.075, -1.920], [-0.971, -0.067, -1.050], [-1.271, -1.962, 0.211], [-2.983, -1.977, 0.043]], "forces_ev_per_a": [[-0.06, -0.08, -0.24], [-0.15, 0.18, -0.02], [0.15, -0.06, 0.24], [0.01, 0.00, 0.04], [0.03, -0.05, 0.02], [0.01, 0.02, 0.15], [0.04, -0.08, -0.01], [-0.03, 0.10, -0.08], [0.01, -0.02, 0.00], [-0.02, -0.03, -0.11], [-0.07, -0.03, -0.16], [-0.17, -0.09, -0.09], [0.13, 0.01, 0.22], [-0.01, 0.01, 0.08], [0.02, 0.03, 0.02], [0.03, 0.02, 0.10], [0.03, -0.06, -0.06], [0.04, 0.14, -0.11]], "mulliken_charge": [-0.873, -0.308, -0.886, 0.311, 0.311, 0.317, 0.220, 0.304, 0.236, 0.372, -0.307, 0.421, -0.282, 0.236, 0.259, 0.166, 0.273, 0.230], "de_lowest_kcal_mol": 31.4, "orbital_gap_ha": 0.3002, "charge": 1, "e_tot_ev": -7769.271, "lumo_ev": -3.881, "homo_ev": -12.051}